# 1
{
  "formula": "C3H2Br4",
  "method": "the ωB97M-V functional and the def2-TZVPD basis",
  "multiplicity": 1,
  "e_above_lowest_kcal_mol": 9.1,
  "total_charge": 0,
  "species": ["C", "C", "C", "Br", "Br", "Br", "Br", "H", "H"],
  "positions_angstrom": [[-0.59, -1.11, -0.89], [0.31, -0.23, -0.46], [0.23, 0.52, 0.89], [1.86, 0.23, -1.51], [-1.26, 0.07, 1.94], [1.87, 0.57, 1.83], [-0.25, 2.71, 0.36], [-0.59, -1.62, -1.83], [-1.58, -1.14, -0.34]]
}


# 2
{
  "formula": "C14H24N2O3",
  "method": "the ωB97M-V functional and the def2-TZVPD basis",
  "multiplicity": 1,
  "e_above_lowest_kcal_mol": 0.0,
  "total_charge": 0,
  "smiles": "CC(C)[C@H](NC(=O)NCCC1=CCCCC1)C(=O)O",
  "species": ["C", "C", "C", "C", "N", "C", "O", "N", "C", "C", "C", "C", "C", "C", "C", "C", "C", "O", "O", "H", "H", "H", "H", "H", "H", "H", "H", "H", "H", "H", "H", "H", "H", "H", "H", "H", "H", "H", "H", "H", "H", "H", "H"],
  "positions_angstrom": [[1.59, 2.25, 0.99], [2.72, 1.24, 0.81], [4.07, 1.92, 1.00], [2.64, 0.60, -0.59], [1.35, -0.01, -0.85], [0.75, -0.93, -0.05], [1.34, -1.52, 0.85], [-0.54, -1.21, -0.36], [-1.37, -2.02, 0.50], [-2.25, -1.16, 1.41], [-3.15, -0.26, 0.60], [-2.82, 0.99, 0.31], [-3.66, 1.92, -0.52], [-5.08, 1.39, -0.69], [-5.03, -0.09, -1.05], [-4.43, -0.88, 0.10], [3.81, -0.39, -0.79], [4.71, -0.14, -1.55], [3.78, -1.49, -0.06], [1.65, 3.04, 0.24], [0.62, 1.77, 0.91], [1.66, 2.71, 1.97], [2.61, 0.45, 1.56], [4.89, 1.20, 0.90], [4.22, 2.70, 0.26], [4.13, 2.36, 1.99], [2.78, 1.38, -1.34], [0.79, 0.42, -1.57], [-1.05, -0.58, -0.97], [-0.70, -2.63, 1.10], [-1.99, -2.67, -0.13], [-2.85, -1.81, 2.04], [-1.61, -0.56, 2.05], [-1.89, 1.40, 0.68], [-3.67, 2.90, -0.05], [-3.18, 2.04, -1.50], [-5.59, 1.96, -1.47], [-5.63, 1.51, 0.24], [-6.04, -0.46, -1.27], [-4.42, -0.23, -1.95], [-4.24, -1.92, -0.20], [-5.14, -0.92, 0.93], [2.92, -1.58, 0.45]]
}


# 3
{
  "formula": "C19H12ClN3O4Pd",
  "method": "the ωB97M-V functional and the def2-TZVPD basis",
  "multiplicity": 1,
  "total_charge": 0,
  "species": ["Pd", "O", "C", "N", "C", "O", "C", "C", "C", "C", "C", "N", "C", "C", "C", "C", "C", "N", "H", "H", "H", "H", "H", "H", "H", "H", "Cl", "C", "C", "C", "C", "C", "C", "C", "O", "O", "H", "H", "H", "H"],
  "positions_angstrom": [[-0.14, 0.10, -1.25], [-2.71, -1.26, -4.06], [-2.00, -0.65, -3.29], [-0.95, -1.13, -2.54], [-0.59, -2.46, -2.43], [-1.04, -3.41, -3.02], [0.53, -2.63, -1.42], [1.07, -3.88, -1.17], [2.12, -3.97, -0.27], [2.60, -2.82, 0.34], [2.00, -1.61, 0.04], [0.99, -1.53, -0.81], [-2.18, 0.83, -3.06], [-3.11, 1.56, -3.78], [-3.20, 2.92, -3.56], [-2.37, 3.52, -2.63], [-1.47, 2.73, -1.94], [-1.38, 1.42, -2.16], [0.65, -4.73, -1.69], [2.56, -4.94, -0.05], [3.42, -2.86, 1.04], [2.31, -0.68, 0.50], [-3.73, 1.03, -4.50], [-3.92, 3.52, -4.11], [-2.41, 4.58, -2.43], [-0.80, 3.13, -1.19], [2.28, 1.16, 6.88], [1.65, 1.06, 5.26], [2.06, 1.99, 4.32], [1.57, 1.90, 3.03], [0.65, 0.91, 2.69], [0.25, -0.01, 3.65], [0.75, 0.06, 4.94], [0.10, 0.80, 1.30], [0.78, 1.25, 0.29], [-0.95, 0.18, 1.17], [2.77, 2.76, 4.59], [1.89, 2.60, 2.27], [-0.48, -0.77, 3.38], [0.44, -0.65, 5.70]]
}


Number 1: total energy -10411.50562 hartree, strongest force on any atom 0.0498 Eh/bohr, LUMO energy -1.284 eV. Number 2: total energy -883.15622 hartree, strongest force on any atom 0.0166 Eh/bohr, LUMO energy 0.409 eV. Number 3: total energy -1784.63835 hartree, strongest force on any atom 0.0157 Eh/bohr, LUMO energy -0.529 eV.